{
  "formula": "C18H39NO2",
  "method": "ωB97M-V/def2-TZVPD",
  "mol_weight_g_mol": 301.5,
  "e_tot_ha": -914.4983,
  "e_above_lowest_ev": 0.000,
  "homo_lumo_gap_ev": 10.401,
  "smiles": "CCCCCCCCCCCCCCC[C@@H](O)[C@H](N)CO",
  "max_force_ev_per_a": 0.8,
  "lumo_energy_ev": 0.698,
  "e_homo_ev": -9.7,
  "symbols": ["C", "C", "C", "C", "C", "C", "C", "C", "C", "C", "C", "C", "C", "C", "C", "H", "C", "O", "H", "C", "N", "H", "H", "H", "C", "O", "H", "H", "H", "H", "H", "H", "H", "H", "H", "H", "H", "H", "H", "H", "H", "H", "H", "H", "H", "H", "H", "H", "H", "H", "H", "H", "H", "H", "H", "H", "H", "H", "H", "H"],
  "xyz": [[-5.3954, -1.8257, -0.8008], [-4.4941, -0.6027, -0.9231], [-3.2141, -0.7649, -0.1066], [-2.2159, 0.3766, -0.2939], [-2.7115, 1.7240, 0.2294], [-1.6250, 2.8012, 0.1705], [-0.6014, 2.6626, 1.2959], [0.5963, 3.6046, 1.1586], [1.4477, 3.3856, -0.0957], [1.8983, 1.9365, -0.2592], [2.9299, 1.7586, -1.3719], [3.3712, 0.2983, -1.4983], [2.3240, -0.5746, -2.1927], [2.4995, -2.0751, -1.9488], [2.4002, -2.4970, -0.4781], [3.2307, -2.0680, 0.0780], [1.0888, -2.0706, 0.1825], [-0.0324, -2.5839, -0.5109], [0.0930, -3.5334, -0.6244], [1.0014, -2.4706, 1.6715], [-0.2668, -1.9559, 2.1787], [-0.5452, -2.4358, 3.0269], [-0.9929, -2.0861, 1.4817], [1.0901, -3.5708, 1.7509], [2.0976, -1.8228, 2.5313], [2.0361, -0.4260, 2.4548], [1.0979, -0.1989, 2.5402], [1.9575, -2.1549, 3.5726], [3.0961, -2.1235, 2.2122], [0.9826, -0.9849, 0.1341], [2.4892, -3.5873, -0.4179], [1.7313, -2.6011, -2.5206], [3.4735, -2.3939, -2.3280], [2.3731, -0.3965, -3.2700], [1.3244, -0.2861, -1.8706], [4.3073, 0.2427, -2.0590], [3.5662, -0.0751, -0.4929], [3.8023, 2.3770, -1.1476], [2.5161, 2.1039, -2.3227], [2.3256, 1.5818, 0.6815], [1.0266, 1.3226, -0.4849], [2.3280, 4.0299, -0.0247], [0.8933, 3.6972, -0.9834], [0.2415, 4.6386, 1.1646], [1.2338, 3.4688, 2.0358], [-1.0977, 2.8735, 2.2471], [-0.2408, 1.6354, 1.3437], [-2.0873, 3.7892, 0.2369], [-1.1263, 2.7365, -0.7973], [-3.0550, 1.6112, 1.2605], [-3.5628, 2.0497, -0.3713], [-1.9769, 0.4694, -1.3561], [-1.2979, 0.1036, 0.2282], [-2.7237, -1.6942, -0.4079], [-3.4715, -0.8485, 0.9527], [-4.2334, -0.4489, -1.9727], [-5.0409, 0.2779, -0.5819], [-5.6749, -1.9906, 0.2379], [-6.3047, -1.6938, -1.3831], [-4.8828, -2.7150, -1.1618]],
  "forces_ev_per_a": [[0.0, 0.2, -0.1], [0.0, -0.2, 0.2], [0.1, 0.2, -0.3], [-0.2, -0.1, 0.3], [0.2, 0.0, -0.3], [-0.1, -0.2, 0.3], [0.0, 0.3, -0.2], [0.0, -0.1, -0.1], [-0.1, -0.2, 0.2], [0.2, 0.4, -0.3], [0.0, -0.2, 0.2], [-0.2, 0.2, -0.2], [0.2, -0.2, 0.1], [-0.1, 0.1, 0.1], [-0.3, 0.2, -0.2], [0.1, -0.1, 0.1], [0.6, -0.1, 0.5], [-0.4, -0.2, -0.3], [0.0, 0.0, 0.0], [0.3, 0.2, -0.2], [-0.2, 0.0, 0.0], [0.0, 0.0, -0.1], [0.0, 0.0, 0.1], [0.0, 0.2, -0.1], [-0.1, -0.5, 0.0], [0.0, 0.5, -0.1], [0.0, 0.0, 0.0], [0.1, -0.1, -0.1], [0.0, 0.0, 0.0], [0.0, 0.0, 0.0], [0.1, 0.0, 0.1], [0.1, -0.1, 0.0], [0.0, -0.1, -0.1], [-0.1, 0.1, 0.0], [-0.1, 0.1, 0.0], [0.1, -0.1, 0.0], [0.1, 0.0, 0.1], [0.0, 0.1, 0.0], [0.0, 0.1, -0.1], [0.0, -0.1, 0.1], [-0.1, -0.2, 0.1], [0.0, 0.0, -0.1], [0.0, 0.1, -0.1], [0.0, 0.1, 0.1], [0.0, 0.1, 0.0], [0.0, -0.1, 0.0], [0.0, -0.1, 0.1], [0.1, 0.1, -0.1], [0.0, 0.1, -0.1], [-0.1, 0.0, 0.1], [-0.1, 0.0, 0.1], [0.1, 0.0, -0.1], [0.2, 0.0, 0.0], [0.0, -0.1, 0.1], [0.0, -0.1, 0.1], [0.0, 0.1, 0.0], [0.0, 0.1, -0.1], [-0.1, -0.1, 0.1], [-0.1, -0.1, 0.0], [0.0, -0.1, 0.0]]
}



{
  "formula": "C18H39NO2",
  "method": "ωB97M-V/def2-TZVPD",
  "mol_weight_g_mol": 301.5,
  "e_tot_ha": -914.4893,
  "e_above_lowest_ev": 0.245,
  "homo_lumo_gap_ev": 10.212,
  "smiles": "CCCCCCCCCCCCCCC[C@@H](O)[C@H](N)CO",
  "max_force_ev_per_a": 0.9,
  "lumo_energy_ev": 0.879,
  "e_homo_ev": -9.3,
  "symbols": ["C", "C", "C", "C", "C", "C", "C", "C", "C", "C", "C", "C", "C", "C", "C", "H", "C", "O", "H", "C", "N", "H", "H", "H", "C", "O", "H", "H", "H", "H", "H", "H", "H", "H", "H", "H", "H", "H", "H", "H", "H", "H", "H", "H", "H", "H", "H", "H", "H", "H", "H", "H", "H", "H", "H", "H", "H", "H", "H", "H"],
  "xyz": [[7.1165, -3.3488, -1.4684], [6.1765, -2.7865, -0.4087], [6.7305, -1.5050, 0.2101], [5.9020, -0.9854, 1.3863], [4.4586, -0.6056, 1.0499], [4.3524, 0.5483, 0.0550], [2.9076, 0.9627, -0.2323], [2.2525, 1.7134, 0.9258], [0.7796, 2.0390, 0.6714], [0.5731, 3.0795, -0.4268], [-0.8780, 3.5434, -0.5708], [-1.8407, 2.4430, -1.0393], [-2.6292, 1.8001, 0.1010], [-3.4956, 0.6429, -0.3923], [-4.2878, 0.0103, 0.7478], [-4.9739, 0.7434, 1.1776], [-5.1018, -1.2161, 0.3222], [-5.4306, -2.0093, 1.4493], [-5.9029, -1.4342, 2.0644], [-6.3795, -0.8097, -0.4487], [-7.2689, -0.1047, 0.4693], [-7.8203, -0.7983, 0.9719], [-7.9266, 0.4663, -0.0488], [-6.0881, -0.1337, -1.2565], [-7.0567, -2.0532, -1.0631], [-7.5763, -2.9023, -0.0735], [-6.8594, -3.0729, 0.5599], [-7.9082, -1.7496, -1.6804], [-6.3368, -2.5846, -1.7029], [-4.4893, -1.8655, -0.3134], [-3.5919, -0.3102, 1.5272], [-4.1775, 1.0104, -1.1615], [-2.8562, -0.1148, -0.8519], [-3.2682, 2.5550, 0.5648], [-1.9447, 1.4328, 0.8660], [-2.5554, 2.8642, -1.7502], [-1.2773, 1.6720, -1.5693], [-0.8925, 4.3615, -1.2945], [-1.2254, 3.9480, 0.3822], [1.1933, 3.9514, -0.2023], [0.9066, 2.6756, -1.3844], [0.3421, 2.4198, 1.5980], [0.2595, 1.1169, 0.4073], [2.3155, 1.1041, 1.8294], [2.8025, 2.6390, 1.1123], [2.9018, 1.6017, -1.1174], [2.3191, 0.0710, -0.4628], [4.8155, 0.2487, -0.8868], [4.9055, 1.4095, 0.4378], [3.9641, -0.3244, 1.9819], [3.9318, -1.4748, 0.6522], [6.4050, -0.1090, 1.8035], [5.8833, -1.7538, 2.1638], [6.8069, -0.7350, -0.5595], [7.7435, -1.7021, 0.5712], [5.2063, -2.5866, -0.8663], [6.0286, -3.5312, 0.3771], [7.2700, -2.6236, -2.2650], [8.0850, -3.5870, -1.0335], [6.7044, -4.2557, -1.9051]],
  "forces_ev_per_a": [[-0.2, 0.0, 0.1], [0.3, 0.2, -0.1], [-0.2, -0.1, 0.2], [0.0, 0.0, -0.1], [0.3, 0.2, 0.0], [-0.3, -0.3, 0.0], [0.2, 0.2, 0.2], [-0.2, -0.2, -0.2], [0.3, 0.2, -0.1], [-0.2, 0.0, 0.2], [0.2, -0.1, -0.3], [-0.1, 0.2, 0.3], [0.0, -0.2, -0.5], [0.0, 0.1, 0.4], [0.0, -0.3, -0.3], [0.0, 0.0, 0.1], [0.2, 0.7, -0.4], [-0.2, -0.2, 0.4], [0.0, 0.0, 0.1], [0.0, -0.6, 0.0], [-0.1, 0.0, 0.1], [0.0, 0.1, -0.2], [0.0, 0.0, 0.1], [0.0, 0.0, 0.0], [0.3, 0.4, -0.2], [-0.1, -0.4, 0.4], [-0.2, 0.0, -0.1], [0.1, 0.0, 0.0], [-0.1, 0.1, 0.0], [0.0, 0.1, 0.0], [0.0, 0.0, 0.0], [0.0, 0.0, -0.1], [0.0, 0.0, -0.1], [0.0, 0.0, 0.1], [0.0, 0.0, 0.1], [0.0, -0.1, -0.1], [0.0, -0.1, -0.1], [0.0, 0.1, 0.1], [0.0, 0.1, 0.0], [0.1, 0.0, 0.0], [0.1, 0.0, -0.1], [-0.1, 0.0, 0.0], [-0.1, -0.1, 0.1], [0.1, 0.0, 0.1], [0.1, 0.0, 0.1], [-0.1, 0.0, -0.1], [-0.1, 0.0, -0.1], [0.1, 0.1, 0.0], [0.1, 0.1, 0.0], [-0.1, -0.1, 0.0], [-0.1, 0.0, 0.0], [0.0, 0.0, 0.1], [0.1, 0.0, 0.1], [0.1, 0.0, -0.1], [0.1, 0.0, -0.1], [-0.1, 0.0, 0.1], [-0.1, 0.0, 0.0], [0.1, 0.0, -0.1], [0.1, 0.0, 0.0], [0.0, -0.1, -0.1]]
}



Which formula does entry 2 have?
C18H39NO2